{"formula": "C28H30BIrN8O2S2", "method": "the ωB97M-V functional and the def2-TZVPD basis", "elements": ["Ir", "C", "C", "N", "N", "C", "B", "N", "C", "C", "C", "N", "N", "C", "C", "C", "N", "N", "C", "C", "C", "N", "H", "H", "H", "H", "H", "H", "H", "H", "H", "H", "H", "H", "O", "S", "C", "C", "C", "C", "S", "O", "C", "C", "C", "C", "C", "C", "C", "C", "C", "C", "C", "C", "H", "H", "H", "H", "H", "H", "H", "H", "H", "H", "H", "H", "H", "H", "H", "H", "H", "H"], "positions_angstrom": [[-0.35481, -0.36769, -0.34628], [-0.72280, -1.20985, 3.76117], [-0.27621, -1.49126, 2.47289], [-0.65512, -0.52048, 1.64746], [-1.35443, 0.39502, 2.36064], [-1.39566, -0.01638, 3.64724], [-1.93217, 1.54615, 1.51714], [-2.82288, 0.95357, 0.39936], [-4.11426, 1.16301, 0.06661], [-4.44220, 0.34787, -0.99203], [-3.27568, -0.35816, -1.27700], [-2.31990, 0.00618, -0.42699], [-0.72500, 2.23813, 0.83606], [-0.17218, 3.46275, 0.91717], [0.77740, 3.59134, -0.07512], [0.76734, 2.37438, -0.75058], [-0.14152, 1.58042, -0.18778], [-2.78242, 2.60650, 2.27945], [-3.36642, 2.65883, 3.43691], [-4.05021, 3.93040, 3.53232], [-3.78363, 4.55848, 2.28271], [-3.07776, 3.78582, 1.51618], [-0.57567, -1.79774, 4.65002], [0.29736, -2.32915, 2.11095], [-1.86622, 0.55504, 4.42544], [-4.72912, 1.87567, 0.58911], [-5.39349, 0.27137, -1.48829], [-3.08921, -1.11115, -2.02587], [-0.47231, 4.17185, 1.66974], [1.38155, 4.45357, -0.29671], [1.34358, 2.03898, -1.59650], [-3.36034, 1.86102, 4.16051], [-4.67271, 4.27676, 4.34446], [-4.12831, 5.51784, 1.92551], [1.60321, -1.05391, -0.12164], [3.04520, -1.42670, 0.22586], [3.98519, -1.33917, -1.35822], [3.08768, -0.94881, -2.52647], [2.27913, -2.14561, -3.02967], [1.29444, -1.84027, -4.15327], [-0.22911, -1.02402, -3.57079], [0.21236, -0.27501, -2.30272], [-1.10241, -2.42453, -2.91107], [-1.93126, -3.13820, -3.76482], [-2.62492, -4.23541, -3.26842], [-2.49721, -4.59926, -1.93433], [-1.66577, -3.88056, -1.08206], [-0.96850, -2.78721, -1.57117], [3.74222, -0.04940, 1.10969], [2.94172, 1.00050, 1.52391], [3.53377, 2.06462, 2.19256], [4.89593, 2.05803, 2.44898], [5.67997, 0.98074, 2.05103], [5.10341, -0.09148, 1.39179], [4.40152, -2.33982, -1.48141], [4.79957, -0.63324, -1.21042], [3.71760, -0.55332, -3.32560], [2.42347, -0.14662, -2.21538], [1.73459, -2.60438, -2.20088], [2.97017, -2.90289, -3.40683], [0.92888, -2.75641, -4.62095], [1.70607, -1.19507, -4.93033], [-2.04795, -2.83688, -4.79937], [-3.27578, -4.79783, -3.92403], [-3.05057, -5.44603, -1.55152], [-1.54860, -4.18823, -0.05178], [-0.26648, -2.26570, -0.90103], [1.87944, 0.98887, 1.32266], [2.92584, 2.89815, 2.51899], [5.35192, 2.88651, 2.97346], [6.74094, 0.97447, 2.25928], [5.70976, -0.94502, 1.11004]], "forces_ev_per_angstrom": [[-0.466, -0.404, 0.162], [-0.001, -0.037, -0.007], [0.028, 0.051, 0.068], [-0.011, -0.093, -0.065], [-0.212, -0.055, 0.145], [0.050, -0.007, -0.023], [0.129, -0.043, -0.261], [-0.162, -0.037, 0.110], [-0.029, -0.026, -0.015], [0.017, -0.018, 0.007], [-0.155, 0.008, 0.072], [0.234, 0.289, -0.437], [-0.105, 0.233, 0.100], [0.082, 0.032, -0.037], [-0.020, -0.002, -0.074], [-0.026, 0.144, 0.037], [0.357, -0.109, 0.214], [0.091, -0.023, -0.076], [-0.095, 0.070, 0.025], [-0.100, -0.040, 0.027], [-0.046, -0.083, -0.118], [0.135, 0.047, 0.083], [0.011, 0.021, 0.011], [0.020, 0.016, -0.014], [0.006, 0.024, 0.007], [0.022, -0.008, 0.033], [0.000, 0.003, -0.001], [-0.036, 0.071, 0.029], [-0.094, 0.014, -0.052], [0.008, -0.001, 0.023], [0.033, -0.046, 0.047], [0.029, 0.004, 0.028], [0.056, -0.005, 0.043], [0.000, 0.010, 0.032], [0.188, -0.070, 0.083], [-0.023, 0.020, 0.067], [-0.076, 0.029, -0.011], [0.011, -0.024, 0.008], [-0.055, 0.009, -0.030], [0.023, 0.074, 0.172], [-0.195, -0.418, -0.015], [-0.071, 0.793, -0.338], [0.142, -0.002, -0.024], [0.023, 0.008, 0.093], [-0.048, 0.004, 0.058], [0.019, -0.018, -0.047], [0.037, 0.093, 0.061], [-0.334, 0.003, -0.107], [0.002, 0.038, -0.101], [0.012, 0.020, -0.048], [-0.040, -0.038, 0.055], [0.019, -0.008, 0.000], [-0.009, -0.008, 0.052], [0.001, -0.010, -0.028], [0.034, 0.018, -0.020], [-0.025, 0.023, 0.053], [0.051, -0.073, 0.002], [0.088, 0.048, -0.063], [0.053, -0.084, 0.009], [-0.043, -0.035, -0.008], [0.012, 0.041, -0.110], [0.008, 0.041, 0.037], [0.015, -0.016, -0.004], [-0.003, 0.000, 0.003], [0.032, -0.022, -0.011], [-0.051, 0.045, 0.028], [0.418, -0.518, 0.079], [0.009, 0.011, 0.014], [0.011, 0.003, 0.001], [0.001, 0.013, -0.020], [-0.005, -0.019, 0.026], [0.018, 0.030, -0.039]], "mulliken_spin": [0.00, 0.00, 0.00, 0.00, 0.00, 0.00, 0.03, 0.00, 0.00, 0.00, 0.00, 0.00, -0.01, -0.01, 0.00, 0.00, 0.00, 0.15, 0.21, 0.36, 0.10, 0.19, 0.00, 0.00, 0.00, 0.00, 0.00, 0.00, 0.00, 0.00, 0.00, 0.01, -0.02, 0.01, 0.00, 0.00, 0.00, 0.00, 0.00, 0.00, 0.00, 0.00, 0.00, 0.00, 0.00, 0.00, 0.00, 0.00, 0.00, 0.00, 0.00, 0.00, 0.00, 0.00, 0.00, 0.00, 0.00, 0.00, 0.00, 0.00, 0.00, 0.00, 0.00, 0.00, 0.00, 0.00, 0.00, 0.00, 0.00, 0.00, 0.00, 0.00], "relative_energy_kcal_mol": 0.00, "spin_multiplicity": 2, "orbital_gap_ha": [0.2870, 0.1547], "e_homo_ev": [-16.355, -16.355], "largest_force_ev_per_a": 0.865, "total_energy_ha": -2598.1442, "total_charge": 3, "mol_weight_g_mol": 777.8}

=====

{"formula": "C5H10O2", "method": "the ωB97M-V functional and the def2-TZVPD basis", "elements": ["C", "C", "C", "C", "O", "C", "H", "H", "H", "H", "H", "H", "H", "H", "H", "H", "O"], "positions_angstrom": [[2.62901, -0.81249, 1.21042], [1.33267, -0.72818, 0.92314], [0.77112, 0.37764, 0.15384], [-0.51379, 0.71230, 0.15374], [-1.41789, 0.02106, 0.95537], [-1.26028, 1.65849, -0.71778], [3.04938, -1.64403, 1.75795], [3.36712, -0.10564, 0.87837], [0.67841, -1.49767, 1.31882], [1.44040, 0.90447, -0.50752], [-1.00930, -0.20154, 1.79663], [-0.56228, 2.11607, -1.43048], [-1.77159, 2.41090, -0.11437], [-2.01308, 1.12820, -1.30658], [-1.49806, -1.56914, -0.90395], [-1.68997, -0.97912, -2.32477], [-1.53186, -1.79132, -1.84282]], "forces_ev_per_angstrom": [[0.147, -0.527, 0.015], [0.418, 0.382, 0.384], [0.078, 0.009, -0.326], [-0.901, -0.822, 0.291], [-0.085, 0.299, -0.024], [0.717, 0.233, -0.407], [-0.191, -0.124, 0.110], [-0.003, 0.420, -0.214], [-0.128, 0.003, -0.133], [0.101, 0.195, -0.016], [0.104, -0.140, -0.010], [-0.255, 0.128, 0.239], [0.059, 0.021, -0.129], [-0.040, -0.051, 0.187], [-0.063, 0.210, -0.162], [0.001, 0.188, 0.109], [0.042, -0.425, 0.084]], "nbo_charge": [-0.37, -0.23, -0.33, 0.34, -0.72, -0.66, 0.20, 0.19, 0.20, 0.22, 0.49, 0.22, 0.23, 0.22, 0.48, 0.46, -0.94], "smiles": "C=C/C=C(/C)O.O", "relative_energy_kcal_mol": 47.31, "orbital_gap_ha": 0.3423, "e_homo_ev": -8.589, "largest_force_ev_per_a": 1.254, "total_energy_ha": -346.9500, "mol_weight_g_mol": 102.1}

=====

{"formula": "C4H7N", "method": "the ωB97M-V functional and the def2-TZVPD basis", "elements": ["C", "C", "C", "C", "N", "H", "H", "H", "H", "H", "H", "H"], "positions_angstrom": [[-0.40063, -1.05061, 0.76725], [0.36163, 0.25319, 0.47747], [-0.12995, 1.35953, 0.99117], [0.66261, -0.11020, -1.77351], [1.20864, 0.12772, -0.65244], [0.00410, -1.98261, 0.36444], [-1.29847, -0.98549, 0.14225], [-0.62304, -1.20919, 1.81650], [0.25714, 2.28496, 0.56722], [-0.90022, 1.53798, 1.72418], [-0.34762, -0.52091, -1.80393], [1.20582, 0.29563, -2.62060]], "forces_ev_per_angstrom": [[-0.027, -0.328, -0.486], [-1.853, -3.508, -0.119], [1.304, 2.083, -0.791], [0.323, 0.590, 1.161], [0.162, 2.160, 0.069], [0.836, 0.254, 0.268], [-0.373, 0.129, 0.630], [-0.300, 0.161, 0.022], [0.084, 0.058, 0.178], [-0.006, -0.843, 0.178], [-0.174, 0.334, -0.566], [0.023, -1.091, -0.542]], "nbo_charge": [-0.67, 0.16, -0.46, -0.04, -0.40, 0.22, 0.21, 0.23, 0.20, 0.22, 0.15, 0.19], "smiles": "C=NC(=C)C", "relative_energy_kcal_mol": 49.59, "orbital_gap_ha": 0.3655, "e_homo_ev": -9.005, "largest_force_ev_per_a": 3.969, "total_energy_ha": -211.2816, "mol_weight_g_mol": 69.1}

=====

{"formula": "C4H2OS", "method": "the ωB97M-V functional and the def2-TZVPD basis", "elements": ["C", "C", "C", "C", "O", "S", "H", "H"], "positions_angstrom": [[-0.72488, 2.06299, 0.02475], [0.04762, -2.05291, -0.33164], [-1.38376, 1.10439, -0.20359], [-0.92080, -1.49120, -0.02715], [-3.44718, -0.21201, 0.67013], [-2.48857, -0.29206, -0.39969], [0.04373, 2.89064, 0.18755], [1.03996, -2.59826, -0.50168]], "forces_ev_per_angstrom": [[2.814, 2.922, 0.424], [6.733, -3.891, -1.359], [-1.535, -2.024, -0.254], [-6.592, 4.271, 0.475], [-0.426, -0.223, 0.596], [3.122, -0.576, 0.086], [-1.834, -1.659, -0.293], [-2.281, 1.180, 0.324]], "nbo_charge": [-0.15, -0.25, -0.34, -0.27, -0.88, 1.38, 0.26, 0.26], "relative_energy_kcal_mol": 79.19, "orbital_gap_ha": 0.3810, "e_homo_ev": -10.353, "largest_force_ev_per_a": 7.894, "total_energy_ha": -626.8090, "mol_weight_g_mol": 98.1}

=====

{"formula": "C7H12O", "method": "the ωB97M-V functional and the def2-TZVPD basis", "elements": ["C", "C", "C", "C", "C", "C", "C", "H", "H", "H", "H", "H", "H", "H", "H", "H", "H", "H", "H", "O"], "positions_angstrom": [[-0.35274, 1.32628, 2.18469], [0.68793, 0.62577, 1.34308], [1.94734, 0.40003, 1.60560], [0.17958, 0.89662, -0.93217], [0.14817, 0.02013, 0.12443], [-0.34275, -1.41290, -0.01763], [0.15823, -2.13877, -1.06360], [-0.88547, 0.73815, 2.89663], [-1.05236, 1.79675, 1.58566], [0.28128, 2.11446, 2.83736], [2.52571, -0.24824, 0.99665], [2.46406, 0.61392, 2.52539], [0.04998, 0.72538, -1.99945], [0.48593, 1.94607, -0.65329], [-1.13628, -1.74503, 0.80458], [-0.12000, -3.07453, -1.22621], [0.98018, -1.87230, -1.70691], [-2.06165, 0.26466, -2.53760], [-1.98510, -0.35837, -3.87453], [-1.97203, -0.61808, -2.89267]], "forces_ev_per_angstrom": [[4.069, 1.748, 2.419], [-1.956, -0.979, 0.952], [0.950, -0.352, 1.204], [0.577, 0.286, 1.490], [-0.581, 0.590, -3.294], [0.477, 0.265, -0.075], [0.063, 3.588, 2.848], [-0.205, -0.909, 0.415], [-1.264, 1.237, -1.189], [-1.795, -1.430, -1.333], [0.324, -0.333, -0.887], [-0.176, 0.699, 0.335], [-0.413, -0.403, 0.410], [-0.156, -1.170, -0.546], [1.829, 0.348, -2.181], [-1.606, -4.068, -0.514], [-0.012, 0.908, 0.067], [-0.038, 0.296, 0.813], [0.028, -1.048, 1.895], [-0.114, 0.726, -2.829]], "nbo_charge": [-0.63, -0.01, -0.39, -0.41, -0.05, -0.22, -0.34, 0.22, 0.22, 0.21, 0.20, 0.19, 0.21, 0.19, 0.22, 0.18, 0.20, 0.47, 0.46, -0.92], "smiles": "C=CC(=C)C(=C)C.O", "relative_energy_kcal_mol": 73.40, "orbital_gap_ha": 0.3497, "e_homo_ev": -8.729, "largest_force_ev_per_a": 5.047, "total_energy_ha": -349.0317, "mol_weight_g_mol": 112.2}

=====

{"formula": "C12H23F3MoNO2P2", "method": "the ωB97M-V functional and the def2-TZVPD basis", "elements": ["Mo", "P", "C", "C", "N", "C", "C", "C", "C", "C", "P", "H", "H", "H", "H", "H", "H", "H", "H", "O", "H", "H", "O", "H", "C", "H", "H", "H", "C", "H", "H", "H", "C", "H", "H", "H", "C", "H", "H", "H", "F", "C", "F", "F"], "positions_angstrom": [[0.04703, 0.52834, 1.31196], [-2.11300, 0.04544, 0.79535], [-2.13450, 0.48221, -1.02627], [-0.86127, 1.15472, -1.46061], [0.23136, 1.10400, -0.67394], [1.49714, 1.31400, -1.09128], [1.66256, 1.93699, -2.30924], [0.53873, 2.18302, -3.08083], [-0.71807, 1.79491, -2.67241], [2.61679, 0.87479, -0.18134], [2.02992, -0.62066, 0.79831], [-1.59140, 1.85351, -3.31223], [2.65919, 2.19875, -2.59772], [0.66415, 2.65009, -4.03779], [3.50004, 0.59203, -0.77419], [2.92990, 1.67147, 0.52056], [-2.26020, -0.45198, -1.57464], [-2.98889, 1.19088, -1.17497], [-1.04084, -2.48074, -2.12419], [-1.50991, -2.35609, -2.96660], [-2.40004, -2.73955, -2.82332], [0.08720, -2.39146, 0.41502], [-0.37145, -3.09140, -0.02037], [-0.01252, -3.88890, 0.42562], [2.56869, -1.97078, -0.33762], [3.45531, -1.70976, -0.93126], [2.84080, -2.89131, 0.20637], [1.80793, -2.20798, -1.09715], [3.20134, -0.83186, 2.18741], [2.91253, -1.77159, 2.68322], [4.26035, -0.89579, 1.88370], [3.05969, -0.01800, 2.91514], [-3.22606, 1.28935, 1.45493], [-4.10072, 1.34953, 0.79936], [-3.52195, 1.02213, 2.47592], [-2.72980, 2.26327, 1.47905], [-3.01376, -1.51815, 0.92265], [-3.31488, -1.67424, 1.97027], [-3.90862, -1.51631, 0.28317], [-2.37997, -2.36055, 0.60704], [0.19609, 3.38689, 2.14829], [0.35725, 2.15534, 2.78921], [1.63042, 2.18029, 3.36309], [-0.55657, 2.16511, 3.83227]], "forces_ev_per_angstrom": [[1.548, 2.620, 1.316], [-4.137, -1.243, -2.188], [0.244, 1.004, 0.721], [-0.137, 0.707, -0.748], [-0.251, -1.995, 2.194], [0.336, 1.072, -0.690], [0.174, -0.508, 0.799], [0.243, 0.442, -0.359], [-0.810, -0.766, -0.042], [-0.559, 0.545, 0.567], [4.270, -1.153, -1.269], [0.179, 0.209, -0.137], [0.318, 0.098, -0.503], [-0.002, 0.222, -0.377], [-0.224, -0.004, 0.313], [-0.079, -0.163, -0.283], [-0.067, -0.042, -0.352], [0.510, -0.839, -0.032], [-0.216, -0.473, -0.400], [-0.528, 0.384, 0.874], [0.725, 0.038, -0.290], [0.513, 0.665, 0.478], [-0.134, -1.052, 0.047], [-0.470, 0.196, -0.531], [-0.831, -0.834, -0.675], [-0.053, 0.551, 0.525], [-0.405, 0.396, 0.038], [0.102, -0.064, 0.354], [-0.870, 0.193, 0.817], [0.201, 0.188, -0.058], [-0.500, 0.126, -0.277], [0.261, -0.217, -0.129], [0.446, 0.616, 1.030], [0.101, -0.149, 0.036], [-0.022, 0.110, -0.156], [-0.213, 0.175, 0.035], [0.457, -0.763, 0.455], [0.047, 0.049, -0.298], [0.195, 0.404, 0.122], [-0.158, 0.255, 0.111], [0.211, -2.513, 0.409], [0.406, 3.068, 2.139], [-2.206, -0.725, -1.471], [1.386, -0.830, -2.113]], "mulliken_spin": [2.28, -0.14, 0.01, 0.03, -0.04, -0.01, 0.01, 0.01, 0.00, 0.02, -0.09, 0.00, 0.00, 0.00, 0.01, 0.00, 0.00, 0.00, 0.00, 0.00, 0.00, 0.00, 0.00, 0.00, 0.00, 0.00, 0.00, 0.00, 0.01, 0.00, 0.00, 0.00, 0.02, 0.00, 0.00, 0.00, 0.03, 0.00, 0.00, -0.01, -0.01, -0.10, -0.01, -0.01], "spin_multiplicity": 3, "orbital_gap_ha": [0.2286, 0.2295], "e_homo_ev": [-19.620, -19.619], "largest_force_ev_per_a": 4.842, "total_energy_ha": -1725.6188, "total_charge": 3, "mol_weight_g_mol": 428.2}